{"formula": "CH3Br3Si", "method": "wB97M-V/def2-TZVPD", "relative_energy_ev": 7.835, "total_energy_ha": -8051.24765, "homo_ha": [-0.3381, -0.2661], "molar_mass_g_mol": 282.83, "elements": ["C", "Si", "Br", "Br", "Br", "H", "H", "H"], "coordinates": [[-1.060, -1.042, 0.285], [1.504, 1.130, -0.590], [-0.626, -0.393, 2.041], [-2.666, -0.251, -0.399], [-1.216, -2.935, 0.285], [1.876, 2.563, -1.083], [0.102, 1.085, -0.267], [2.086, -0.157, -0.273]], "forces_ev_per_angstrom": [[-1.290, -0.333, 1.093], [-0.623, 1.553, -0.442], [0.150, -0.076, -0.578], [0.590, 0.098, -0.107], [0.432, 0.099, -0.286], [0.305, -1.615, 0.399], [-0.407, 0.264, 0.007], [0.843, 0.010, -0.087]]}



{"formula": "CH3BrCl2Si", "method": "wB97M-V/def2-TZVPD", "relative_energy_ev": 5.018, "total_energy_ha": -3823.70131, "homo_ha": -0.3673, "molar_mass_g_mol": 193.93, "elements": ["C", "Si", "Cl", "Cl", "Br", "H", "H", "H"], "coordinates": [[-2.116, -0.198, 0.483], [-0.220, 0.045, -0.069], [-2.742, -1.198, 1.680], [-2.365, -1.901, -1.217], [-3.293, 1.160, -0.028], [0.310, -1.274, 0.480], [-0.290, -0.004, -1.546], [0.421, 1.403, 0.395]], "forces_ev_per_angstrom": [[0.122, -1.108, -2.127], [-0.366, -0.586, 0.340], [0.361, 0.142, 0.899], [0.340, 1.416, 0.943], [0.031, 0.185, -0.086], [0.094, 1.035, -0.173], [0.137, 0.283, 0.313], [-0.718, -1.368, -0.108]]}